[1]
{
  "formula": "C5H14NO",
  "method": "wB97M-V/def2-TZVPD",
  "e_lumo_ha": 0.142,
  "total_charge": -1,
  "gap_ha": 0.2389,
  "symbols": ["N", "C", "O", "H", "H", "H", "H", "C", "C", "C", "C", "H", "H", "H", "H", "H", "H", "H", "H", "H", "H"],
  "coordinates": [[1.30, -3.83, 0.15], [1.25, -2.54, 0.92], [0.60, -1.54, 0.30], [0.35, -4.11, -0.05], [1.76, -3.63, -0.72], [0.81, -2.79, 1.90], [2.32, -2.29, 1.09], [-0.31, 2.55, -1.19], [-0.27, 1.28, -0.35], [-0.18, 1.59, 1.14], [-1.47, 0.38, -0.63], [-0.26, 2.38, -2.27], [-1.24, 3.08, -0.97], [0.54, 3.22, -1.03], [0.61, 0.68, -0.61], [-0.07, 0.64, 1.65], [-1.11, 2.05, 1.52], [0.67, 2.26, 1.30], [-1.61, 0.36, -1.72], [-1.30, -0.61, -0.21], [-2.38, 0.85, -0.21]]
}

---

[2]
{
  "formula": "C47H51N6O7P4S2Sn",
  "method": "wB97M-V/def2-TZVPD",
  "e_lumo_ha": 0.083,
  "total_charge": -1,
  "gap_ha": 0.2439,
  "symbols": ["Sn", "C", "C", "N", "N", "C", "S", "S", "C", "C", "C", "C", "C", "C", "C", "C", "C", "C", "C", "C", "C", "O", "H", "H", "H", "H", "H", "H", "H", "H", "H", "H", "H", "H", "H", "H", "C", "N", "P", "C", "C", "C", "C", "C", "C", "C", "C", "C", "C", "C", "C", "P", "C", "C", "C", "C", "C", "C", "C", "C", "C", "C", "C", "C", "H", "H", "H", "H", "H", "H", "H", "H", "H", "H", "H", "H", "H", "H", "H", "H", "H", "H", "H", "H", "H", "H", "H", "N", "C", "C", "P", "O", "O", "O", "P", "O", "O", "O", "H", "H", "H", "H", "H", "H", "H", "H", "C", "C", "N", "C", "C", "N", "H", "H", "H", "H", "H", "H"],
  "coordinates": [[-1.25, -0.53, 0.18], [-0.91, 4.14, 1.60], [-0.83, 2.96, 0.66], [-0.55, 1.78, 1.12], [-0.16, 1.83, 2.45], [-0.21, 0.79, 3.21], [-0.79, -0.80, 2.94], [0.40, 1.16, 4.87], [-1.18, 0.86, 5.76], [-2.17, 1.96, 5.52], [-3.04, 1.88, 4.44], [-3.95, 2.90, 4.19], [-4.00, 4.01, 5.03], [-3.13, 4.10, 6.11], [-2.22, 3.08, 6.35], [-0.99, 3.23, -0.77], [-0.74, 4.53, -1.23], [-0.82, 4.88, -2.56], [-1.20, 3.90, -3.49], [-1.47, 2.62, -3.08], [-1.36, 2.23, -1.72], [-1.62, 1.01, -1.41], [-1.25, 3.82, 2.58], [-1.60, 4.89, 1.22], [0.07, 4.59, 1.74], [-0.91, 0.77, 6.81], [-1.54, -0.09, 5.38], [-3.01, 1.02, 3.77], [-4.62, 2.83, 3.34], [-4.73, 4.80, 4.85], [-3.16, 4.96, 6.76], [-1.53, 3.15, 7.19], [-0.42, 5.29, -0.52], [-0.58, 5.89, -2.88], [-1.28, 4.16, -4.54], [-1.75, 1.85, -3.78], [3.80, -0.01, -2.16], [2.55, -0.21, -1.42], [2.32, 0.35, 0.20], [3.75, -0.36, 1.14], [5.08, -0.01, 0.93], [6.09, -0.60, 1.68], [5.78, -1.53, 2.67], [4.45, -1.85, 2.91], [3.44, -1.27, 2.15], [2.87, 2.11, 0.20], [2.77, 2.94, -0.91], [3.14, 4.28, -0.83], [3.56, 4.81, 0.37], [3.62, 4.00, 1.50], [3.28, 2.66, 1.41], [1.14, -0.93, -2.11], [1.24, -0.38, -3.86], [1.14, -1.28, -4.93], [1.17, -0.82, -6.24], [1.31, 0.54, -6.50], [1.37, 1.44, -5.45], [1.32, 0.98, -4.14], [1.63, -2.69, -2.28], [2.94, -3.17, -2.22], [3.19, -4.53, -2.31], [2.15, -5.43, -2.45], [0.84, -4.97, -2.51], [0.58, -3.61, -2.42], [4.04, 1.05, -2.28], [3.71, -0.44, -3.15], [4.63, -0.49, -1.65], [5.34, 0.75, 0.20], [7.12, -0.31, 1.51], [6.57, -1.98, 3.26], [4.20, -2.55, 3.70], [2.40, -1.49, 2.37], [2.38, 2.55, -1.84], [3.07, 4.91, -1.71], [3.83, 5.86, 0.44], [3.92, 4.42, 2.45], [3.31, 2.05, 2.30], [1.02, -2.33, -4.74], [1.09, -1.52, -7.06], [1.35, 0.89, -7.53], [1.45, 2.50, -5.64], [1.32, 1.69, -3.33], [3.76, -2.48, -2.08], [4.22, -4.88, -2.28], [2.35, -6.49, -2.51], [0.02, -5.66, -2.62], [-0.44, -3.24, -2.44], [-6.14, -1.84, -1.25], [-4.75, -1.21, -1.14], [-4.75, 0.17, -1.80], [-4.56, -0.97, 0.70], [-3.84, -2.34, 1.24], [-6.00, -0.95, 1.14], [-3.62, 0.15, 1.03], [-3.65, -2.38, -2.07], [-4.08, -3.77, -1.29], [-4.22, -2.46, -3.44], [-2.22, -2.09, -1.78], [-6.58, -1.56, -0.32], [-6.03, -2.85, -1.31], [-6.63, -1.50, -2.07], [-5.43, 0.85, -1.28], [-5.02, 0.08, -2.86], [-3.75, 0.58, -1.74], [-3.21, -2.06, 1.93], [-3.48, -3.86, -0.54], [-1.87, -5.20, 1.53], [-0.51, -4.60, 1.36], [-0.21, -3.43, 0.85], [1.16, -3.33, 0.92], [1.70, -4.46, 1.47], [0.62, -5.27, 1.74], [-2.62, -4.44, 1.35], [-2.00, -5.57, 2.55], [-2.02, -6.03, 0.84], [1.67, -2.46, 0.56], [2.71, -4.74, 1.69], [0.65, -6.17, 2.18]]
}

---

[3]
{
  "formula": "C21H32Cl2F15NO13S",
  "method": "wB97M-V/def2-TZVPD",
  "e_lumo_ha": 0.126,
  "total_charge": -2,
  "gap_ha": 0.0758,
  "symbols": ["N", "H", "H", "H", "H", "C", "F", "F", "F", "S", "O", "O", "O", "O", "C", "C", "O", "H", "H", "H", "H", "C", "C", "O", "C", "O", "C", "F", "F", "F", "H", "H", "H", "H", "H", "C", "C", "O", "C", "O", "C", "F", "F", "F", "H", "H", "H", "H", "H", "C", "C", "O", "C", "O", "C", "F", "F", "F", "H", "H", "H", "H", "H", "C", "C", "O", "C", "O", "C", "F", "F", "F", "H", "H", "H", "H", "H", "Cl", "C", "C", "Cl", "H", "H", "H", "H"],
  "coordinates": [[-0.68, 0.59, 0.16], [-0.02, 0.42, -0.59], [-0.25, 1.24, 0.80], [-0.88, -0.20, 0.75], [-1.54, 0.98, -0.18], [1.38, 2.84, 4.65], [2.53, 2.94, 3.99], [1.33, 1.65, 5.29], [1.33, 3.93, 5.54], [0.00, 2.98, 3.30], [0.03, 4.32, 2.72], [0.31, 1.96, 2.30], [-1.28, 2.70, 4.00], [-3.28, 1.75, 0.15], [-3.63, 2.99, -0.49], [-4.53, 4.09, 0.26], [-4.23, 4.65, 1.55], [-4.14, 2.74, -1.42], [-2.75, 3.49, -0.90], [-5.47, 3.55, 0.35], [-4.66, 4.90, -0.46], [1.59, -1.23, 2.92], [3.02, -1.77, 3.10], [3.93, -0.67, 3.21], [5.25, -0.74, 2.91], [5.77, -1.76, 2.43], [6.04, 0.57, 3.01], [6.25, 1.05, 1.84], [5.38, 1.46, 3.75], [7.19, 0.29, 3.64], [1.48, -0.31, 3.48], [0.87, -1.99, 3.22], [1.27, -0.97, 1.91], [3.32, -2.52, 2.37], [3.06, -2.22, 4.10], [-3.51, -2.87, -1.47], [-4.45, -2.49, -0.28], [-3.92, -3.25, 0.86], [-2.82, -2.73, 1.52], [-2.20, -1.69, 1.20], [-2.37, -3.63, 2.74], [-2.78, -4.94, 2.63], [-1.04, -3.69, 2.72], [-2.82, -3.16, 3.93], [-2.48, -2.63, -1.23], [-3.61, -2.32, -2.40], [-3.53, -3.92, -1.74], [-5.41, -2.85, -0.65], [-4.39, -1.40, -0.22], [-2.82, 0.01, -3.49], [-2.05, 1.33, -3.23], [-0.79, 1.28, -3.95], [0.26, 0.67, -3.40], [0.33, 0.26, -2.26], [1.47, 0.69, -4.39], [1.63, -0.53, -4.97], [1.28, 1.63, -5.33], [2.56, 0.93, -3.70], [-3.84, 0.05, -3.10], [-2.34, -0.77, -2.90], [-2.84, -0.24, -4.55], [-1.90, 1.54, -2.17], [-2.61, 2.22, -3.54], [-0.54, -3.27, -3.63], [0.21, -4.06, -2.54], [1.46, -3.46, -2.15], [1.46, -2.57, -1.15], [0.46, -2.20, -0.48], [2.82, -1.92, -0.84], [3.55, -2.78, -0.15], [3.43, -1.67, -2.04], [2.67, -0.81, -0.13], [-0.42, -2.20, -3.47], [-1.61, -3.46, -3.64], [-0.14, -3.58, -4.60], [0.37, -5.06, -2.95], [-0.49, -4.16, -1.71], [3.48, 2.20, -0.99], [3.10, 3.38, 0.22], [1.97, 4.35, -0.27], [0.38, 3.45, -0.55], [4.06, 3.86, 0.37], [2.76, 2.81, 1.08], [2.32, 4.88, -1.16], [1.72, 5.07, 0.51]]
}

---

[4]
{
  "formula": "C12H14IN2O6",
  "method": "wB97M-V/def2-TZVPD",
  "e_lumo_ha": -0.115,
  "total_charge": 1,
  "gap_ha": 0.3509,
  "symbols": ["C", "C", "C", "C", "N", "C", "C", "I", "N", "H", "H", "H", "H", "H", "H", "C", "C", "O", "C", "O", "O", "H", "H", "H", "H", "C", "C", "O", "C", "O", "O", "H", "H", "H", "H"],
  "coordinates": [[0.41, -1.13, -1.85], [-0.36, -0.23, -1.66], [-1.35, 0.81, -1.45], [-2.70, 0.20, -1.66], [-3.53, 0.27, -2.68], [-4.65, -0.51, -2.39], [-4.45, -1.04, -1.19], [-5.66, -2.34, -0.13], [-3.22, -0.58, -0.73], [0.81, -2.09, -2.07], [-1.24, 1.19, -0.43], [-1.18, 1.65, -2.13], [-3.35, 0.79, -3.53], [-5.49, -0.63, -3.04], [-2.76, -0.80, 0.14], [4.51, -2.66, 0.86], [3.07, -2.94, 0.47], [3.17, -3.15, -0.94], [4.45, -3.54, -1.22], [4.82, -3.95, -2.27], [5.24, -3.39, -0.13], [4.76, -3.01, 1.86], [4.76, -1.60, 0.78], [2.68, -3.85, 0.94], [2.41, -2.11, 0.69], [-1.07, 3.47, 2.63], [0.07, 4.43, 2.37], [1.21, 3.57, 2.38], [0.80, 2.32, 2.08], [1.51, 1.40, 1.85], [-0.56, 2.24, 2.08], [-1.99, 3.76, 2.13], [-1.27, 3.33, 3.69], [0.00, 4.91, 1.39], [0.16, 5.20, 3.13]]
}

---

[5]
{
  "formula": "C6H16N2",
  "method": "wB97M-V/def2-TZVPD",
  "multiplicity": 2,
  "e_lumo_ha": [-0.108, -0.283],
  "total_charge": 1,
  "gap_ha": [0.3991, 0.2219],
  "symbols": ["C", "N", "C", "C", "C", "C", "C", "N", "H", "H", "H", "H", "H", "H", "H", "H", "H", "H", "H", "H", "H", "H", "H", "H"],
  "coordinates": [[0.24, -1.98, 1.84], [-0.55, -1.31, 0.86], [0.08, -0.08, 0.23], [0.24, -0.30, -1.29], [1.25, 0.69, -1.91], [-1.09, -0.33, -2.01], [-0.60, 1.23, 0.64], [0.43, 1.95, 1.46], [0.23, -3.07, 1.72], [-0.05, -1.73, 2.85], [1.29, -1.67, 1.76], [-1.53, -1.11, 1.06], [1.10, -0.10, 0.67], [0.88, -1.30, -1.29], [0.86, 0.92, -2.91], [1.56, 1.49, -1.26], [2.25, 0.21, -2.06], [-0.93, -0.28, -3.05], [-1.65, 0.60, -1.75], [-1.74, -1.18, -1.86], [-0.67, 1.88, -0.26], [-1.59, 1.21, 1.08], [0.13, 2.91, 1.61], [0.50, 1.51, 2.37]]
}

---

[6]
{
  "formula": "C23H30NO3",
  "method": "wB97M-V/def2-TZVPD",
  "e_lumo_ha": -0.080,
  "total_charge": 1,
  "smiles": "COc1cc(C(C)=O)ccc1OCC[N@H+]1CC[C@@H](Cc2ccccc2)CC1",
  "gap_ha": 0.3444,
  "symbols": ["C", "H", "H", "H", "O", "C", "C", "C", "C", "C", "C", "O", "C", "H", "H", "C", "N", "C", "C", "H", "H", "C", "C", "C", "H", "H", "H", "H", "C", "C", "C", "C", "C", "C", "C", "H", "H", "H", "H", "H", "H", "H", "H", "H", "H", "H", "H", "H", "H", "H", "C", "O", "C", "H", "H", "H", "H"],
  "coordinates": [[5.54, 0.99, 2.06], [6.16, 0.78, 1.19], [5.67, 2.03, 2.36], [5.83, 0.34, 2.89], [4.16, 0.85, 1.76], [3.68, -0.38, 1.45], [4.46, -1.51, 1.27], [3.89, -2.73, 0.94], [2.51, -2.83, 0.81], [1.72, -1.72, 0.99], [2.28, -0.49, 1.30], [1.41, 0.58, 1.51], [1.63, 1.75, 0.76], [2.68, 2.01, 0.68], [1.11, 2.55, 1.30], [1.01, 1.55, -0.64], [-0.30, 0.89, -0.46], [-0.66, -0.07, -1.52], [-1.90, -0.86, -1.12], [-1.68, -1.45, -0.23], [-2.15, -1.55, -1.92], [-3.09, 0.06, -0.83], [-2.67, 1.12, 0.19], [-1.41, 1.86, -0.25], [-1.58, 2.39, -1.18], [-1.11, 2.58, 0.52], [-2.49, 0.65, 1.16], [-3.47, 1.85, 0.32], [-3.69, 0.68, -2.10], [-4.92, 1.48, -1.79], [-6.12, 0.84, -1.50], [-7.25, 1.57, -1.19], [-7.20, 2.95, -1.16], [-6.02, 3.60, -1.45], [-4.88, 2.87, -1.77], [-3.96, 3.39, -2.01], [-5.97, 4.68, -1.44], [-8.08, 3.52, -0.92], [-8.17, 1.06, -0.97], [-6.16, -0.24, -1.53], [-2.96, 1.31, -2.61], [-3.95, -0.13, -2.78], [-3.88, -0.54, -0.37], [-0.82, 0.48, -2.45], [0.18, -0.76, -1.67], [-0.17, 0.36, 0.43], [0.91, 2.49, -1.18], [1.66, 0.88, -1.22], [0.64, -1.80, 0.93], [2.08, -3.79, 0.57], [4.70, -3.97, 0.71], [4.21, -4.91, 0.13], [6.10, -3.99, 1.23], [6.72, -3.32, 0.63], [6.14, -3.65, 2.27], [6.50, -4.99, 1.16], [5.53, -1.43, 1.38]]
}

---

Listing energy above the lowest of the compared OMol25 structures with the same formula, charge and spin for the structures above in their given order: 1.3, 0.0, 41.8, 0.0, 29.1, 24.6 kcal/mol.